# 1
49
Properties=species:S:1:pos:R:3:forces:R:3:mulliken_charge:R:1 method="wB97M-V/def2-TZVPD" energy_ha=-1823.1730 spin_multiplicity=2 e_homo_ha="-0.044 / -0.113" total_charge=-2 fmax_ha_per_bohr=0.0149 s_squared=0.784
Hg 0.440172 -0.216915 -1.442550 -0.229 0.713 0.165 1.1231
O 1.405505 -2.027086 5.826356 -0.087 0.048 -0.036 -0.7880
N 0.246621 -2.244417 5.359889 0.130 -0.126 -0.010 0.9277
O -0.670653 -2.699783 6.098529 0.015 0.074 0.011 -0.7991
C -0.032426 -2.028675 4.016782 0.033 0.043 -0.033 -0.8210
C -1.320645 -2.326538 3.578722 -0.028 0.003 -0.036 -1.1012
C -1.694882 -2.195111 2.227944 0.008 0.002 0.036 1.9058
C -2.999828 -2.479928 1.760235 -0.003 -0.021 0.041 -0.7739
C -3.297832 -2.343797 0.431083 -0.028 -0.008 -0.027 -0.6817
C -2.298724 -1.922971 -0.458470 0.013 -0.015 0.003 -0.4827
N -1.075498 -1.649348 -0.040437 0.120 -0.036 0.049 -0.3784
C -0.763563 -1.765988 1.259494 0.062 0.009 -0.085 -0.2309
C 0.587588 -1.415700 1.699213 -0.019 -0.030 -0.034 -0.1476
N 1.435596 -0.979570 0.752129 -0.076 -0.065 -0.024 -0.3794
C 2.656756 -0.594480 1.075605 0.005 -0.018 -0.025 -0.4588
C 3.099122 -0.630394 2.392274 0.020 -0.006 -0.001 -0.7111
C 2.258204 -1.093320 3.380765 -0.007 -0.027 -0.014 -0.4847
C 0.954580 -1.520423 3.063514 -0.046 0.001 0.034 1.1745
H -2.033667 -2.677724 4.309050 0.008 0.006 -0.030 0.4714
H -3.747974 -2.802671 2.476298 -0.004 0.003 -0.033 0.4114
H -4.290937 -2.550314 0.052598 0.001 -0.009 0.017 0.3995
H -2.486315 -1.798249 -1.520607 0.010 0.006 0.019 0.5664
H 3.281620 -0.246804 0.257780 -0.002 0.008 0.012 0.5778
H 4.099703 -0.294516 2.632476 -0.009 -0.011 0.004 0.4101
H 2.576432 -1.139843 4.407562 -0.022 -0.014 0.035 0.5379
N 1.464825 -0.040719 -4.902758 -0.018 0.087 -0.009 -0.1175
C 2.448461 0.212640 -3.964145 -0.040 -0.147 -0.134 0.5337
N 3.599098 0.772758 -4.302463 0.129 0.065 0.046 -0.4884
N 4.298978 0.810084 -3.149857 -0.064 -0.060 0.032 -0.7674
N 3.608239 0.301432 -2.187090 0.024 0.059 -0.075 -0.2499
N 2.410716 -0.106313 -2.676002 0.010 -0.124 0.143 -0.0455
C 0.152003 -0.409931 -4.674744 0.165 -0.095 -0.069 0.5359
N -0.748335 -0.401394 -5.645187 -0.150 0.003 -0.037 -0.4869
N -1.872272 -0.859020 -5.055917 0.065 -0.045 0.064 -0.7669
N -1.652142 -1.127548 -3.813998 -0.007 0.063 -0.084 -0.2443
N -0.352450 -0.860512 -3.532509 -0.042 -0.139 0.122 -0.0500
H 1.630410 0.375738 -5.802410 0.006 -0.011 -0.006 0.2390
N -2.062855 6.703288 0.506004 0.005 -0.018 -0.010 -0.5828
C -1.685559 5.651027 0.228381 0.049 -0.143 -0.013 0.0371
C -1.213377 4.334930 -0.119889 -0.010 0.071 -0.037 0.6844
C -1.233352 3.304709 0.819415 -0.023 0.057 0.023 -0.8882
C -0.777557 2.044636 0.465375 0.007 -0.122 0.083 0.3961
C -0.290814 1.757360 -0.811970 0.053 -0.084 -0.092 -0.2793
C -0.281893 2.812397 -1.732299 -0.004 0.034 -0.020 -0.2280
C -0.732203 4.081875 -1.405268 -0.015 0.012 0.035 -0.9556
H -1.605003 3.499907 1.818034 0.001 -0.012 0.004 0.3991
H -0.804972 1.261295 1.217673 -0.002 0.016 -0.007 0.3581
H 0.086755 2.644413 -2.738895 -0.005 0.004 0.013 0.3050
H -0.715656 4.881516 -2.135717 0.003 -0.002 -0.007 0.3951


# 2
9
Properties=species:S:1:pos:R:3:forces:R:3:mulliken_charge:R:1 method="wB97M-V/def2-TZVPD" energy_ha=-772.6802 e_homo_ha=-0.411 fmax_ha_per_bohr=0.0704
C -1.112318 -0.091169 -0.035449 -0.518 0.376 3.563 0.5052
N -0.249870 -0.339997 -1.034269 -0.273 0.494 1.405 -0.1617
N -0.129499 -0.195374 1.074838 0.012 1.658 1.382 -0.2776
O -2.266219 0.184308 0.089883 0.114 -0.480 -0.722 -0.5073
O 2.013764 -0.993938 -0.079941 0.732 -0.250 0.003 -0.5149
O 1.539717 1.410704 -0.133719 -0.120 0.617 -0.118 -0.5034
S 1.094292 0.073671 -0.034889 -0.346 -1.597 -0.017 0.8952
H -0.718096 -0.376638 -1.883456 0.447 0.214 -2.675 0.2394
H -0.171775 0.328429 2.036999 -0.048 -1.032 -2.822 0.3252


# 3
11
Properties=species:S:1:pos:R:3:forces:R:3:mulliken_charge:R:1 method="wB97M-V/def2-TZVPD" energy_ha=-686.9029 e_homo_ha=-0.343 fmax_ha_per_bohr=0.0969 smiles="N=C=CCl.C=N"
N -1.884222 0.326350 1.901005 0.532 0.329 -1.404 -0.4991
C -0.648565 0.374368 1.857038 -2.456 -0.770 -0.367 0.4959
C 0.641890 0.275882 1.860988 -0.715 4.802 1.116 -0.7188
Cl 1.592837 1.810858 2.055636 -0.673 -0.985 -0.133 -0.1799
H -2.430164 0.420415 0.971306 1.408 -0.087 1.711 0.3275
H 1.244826 -0.497245 1.700564 1.876 -3.240 -0.443 0.5626
C 0.083621 -0.669078 -0.931606 1.473 -1.586 1.978 -0.3300
N -0.679389 -0.192574 -1.763608 -2.170 2.229 -2.183 -0.5086
H 0.002360 -1.718018 -0.527269 -0.150 0.801 -0.770 0.2947
H 0.845932 -0.087563 -0.468647 0.859 0.327 0.233 0.2855
H -0.507903 0.845930 -1.948921 0.018 -1.820 0.263 0.2702


# 4
16
Properties=species:S:1:pos:R:3:forces:R:3:mulliken_charge:R:1 method="wB97M-V/def2-TZVPD" energy_ha=-379.8277 e_homo_ha=-0.333 fmax_ha_per_bohr=0.1091 smiles="O=CN1C[C@H]2N[C@@H]2C1"
O -1.447394 2.605760 0.523486 -0.634 -1.332 -2.221 -0.5493
C -1.471212 1.746872 -0.381027 -0.243 -0.498 1.148 0.1562
N -0.422192 0.838822 -0.425291 0.715 -0.886 -2.354 -0.0750
C 0.308843 0.720437 0.805555 -4.561 0.303 3.256 -0.7115
C 1.209748 -0.371728 0.551727 3.068 0.880 -2.884 0.2301
N 1.489885 -1.662453 0.844974 -0.571 -3.988 1.032 -0.5370
C 0.237136 -1.451958 0.146236 -4.429 -0.698 1.948 -0.1239
C -0.236262 -0.616530 -0.982794 -0.056 0.274 -4.222 -0.6556
H -2.405418 1.517202 -1.048720 1.793 0.623 0.722 0.2376
H -0.798745 0.533097 1.341869 4.070 0.353 1.193 0.3532
H 0.802113 1.580924 1.027748 0.880 2.680 1.123 0.3637
H 1.866025 -0.141310 -0.362871 -1.027 0.794 1.197 0.2597
H 2.125877 -2.275622 0.312875 0.417 1.543 0.401 0.3110
H -0.638983 -1.543860 0.923318 1.790 0.054 -1.403 0.2146
H -1.207302 -0.725289 -1.490224 0.276 -1.164 0.315 0.3377
H 0.587880 -0.754365 -1.786861 -1.488 1.061 0.751 0.1885


| no. | M (g mol⁻¹) |
| --- | --- |
| 1 | 679.006 |
| 2 | 122.105 |
| 3 | 104.540 |
| 4 | 112.132 |